Record 1
Entry from OMol25: one molecule with the formula CH3ClN6 (ωB97M-V/def2-TZVPD).

Geometry as XYZ:
```
11
Properties=species:S:1:pos:R:3:forces:R:3:mulliken_charge:R:1
N -1.869924 0.509854 0.413409 -2.2 1.4 -4.3 -0.55
N -0.812362 0.655747 -0.540138 -2.8 -2.4 0.5 -0.20
C 0.133315 -0.273600 -0.382239 4.0 0.1 0.6 0.59
N 0.173101 -1.568443 -0.305025 -2.4 0.2 -0.3 -0.33
N 1.381963 -1.931845 0.066770 1.8 0.0 0.4 -0.26
N 2.174530 -0.923468 0.202953 0.7 -0.4 -0.2 -0.28
N 1.444368 0.144562 -0.082509 -1.6 0.6 -0.4 0.33
Cl 1.998056 1.774103 -0.180672 -0.1 -1.4 0.2 -0.03
H -1.639662 0.197936 1.275073 1.6 -1.3 3.2 0.24
H -2.549012 -0.110135 -0.012724 0.0 0.2 0.3 0.26
H -0.434368 1.525292 -0.454899 1.0 3.0 0.0 0.24
```
Forces are in eV/Å.

## Properties
Gap between HOMO and LUMO: 9.63 eV
SMILES: NNc1nnnn1Cl
Electronic energy: -828.49758 hartree
2S+1: 1
Highest occupied orbital energy: -0.36510 hartree



Record 2
Entry from OMol25: a 2-piece molecular cluster, C6H13NO overall (ωB97M-V/def2-TZVPD).

Geometry as XYZ:
```
21
Properties=species:S:1:pos:R:3:forces:R:3:mulliken_charge:R:1
C 0.085981 3.673125 -1.486359 0.4 -0.5 1.3 -0.60
C 0.066272 3.120452 -0.253561 -0.8 -0.2 -0.4 -0.02
N 1.168030 2.586652 0.449144 1.1 -2.3 -1.5 -0.43
C 1.673746 1.465601 -0.000488 -1.1 1.8 1.0 -0.28
H 1.029163 3.815434 -2.024382 -0.4 -0.1 0.2 0.25
H -0.830654 4.044101 -1.917417 0.0 0.1 0.0 0.26
H -0.867745 3.003909 0.353718 0.7 0.4 -0.8 0.27
H 2.533418 1.058214 0.550678 -0.3 0.1 -0.4 0.32
H 1.225316 0.871227 -0.838147 0.4 0.7 0.6 0.25
C -1.139804 -1.535796 1.813029 -0.1 -0.9 0.5 -1.06
C -0.717708 -2.530290 0.706560 -1.1 -0.6 -0.7 -0.38
C 0.026218 -1.831306 -0.430008 -0.1 0.6 0.4 -0.18
O 0.309676 -2.780263 -1.445161 0.2 0.3 -0.9 -0.54
H -1.735679 -0.683513 1.477953 0.1 -0.2 -0.5 0.30
H -1.777067 -2.015935 2.601210 0.8 0.2 -0.6 0.30
H -0.238402 -1.125928 2.253681 0.1 0.1 0.4 0.31
H -1.653118 -2.944615 0.236738 0.8 0.1 0.5 0.27
H -0.091264 -3.414437 1.043406 -0.8 1.1 0.0 0.28
H 0.978565 -1.446585 0.010360 -0.5 0.2 -0.5 0.11
H -0.633389 -0.992725 -0.821616 0.9 -0.7 0.4 0.28
H 0.588446 -2.337313 -2.279328 -0.3 -0.4 1.1 0.30
```
Forces are in eV/Å.

## Properties
Gap between HOMO and LUMO: 9.98 eV
SMILES: C=CN=C.CCCO
Electronic energy: -366.32542 hartree
2S+1: 1
Highest occupied orbital energy: -0.34005 hartree



Record 3
Entry from OMol25: H2KO as an isolated structure (ωB97M-V/def2-TZVPD).

Geometry as XYZ:
```
4
Properties=species:S:1:pos:R:3:forces:R:3:mulliken_charge:R:1
O -1.908328 0.160048 2.294296 0.4 -1.1 0.3 -0.66
H -2.307481 -0.714517 2.084402 0.4 0.9 0.4 0.33
H -1.291821 -0.021100 3.039528 -0.7 0.2 -0.7 0.33
K 1.585005 -0.082140 -1.931577 0.0 0.0 0.0 1.00
```
Forces are in eV/Å.

## Properties
Gap between HOMO and LUMO: 9.52 eV
Electronic energy: -676.16051 hartree
Charge: +1
2S+1: 1
Highest occupied orbital energy: -0.52259 hartree



Record 4
Entry from OMol25: C35H43IN7O4PS3Ti as an isolated structure (ωB97M-V/def2-TZVPD).

Geometry as XYZ:
```
95
Properties=species:S:1:pos:R:3:forces:R:3:mulliken_charge:R:1
Ti 1.184708 -0.350367 -1.471753 -0.2 -0.2 -0.5 0.38
N 1.849368 -2.937623 0.301653 0.1 0.0 0.0 -0.25
C 0.527273 -3.388246 -0.050790 -0.1 -0.1 0.0 1.98
C 0.136334 -4.845577 0.322655 -0.1 0.0 -0.1 -1.37
C -1.049762 -4.989867 1.293007 0.0 0.1 0.0 0.54
C -2.458597 -4.918630 0.694943 0.0 -0.1 0.0 -1.36
N -2.731719 -3.726083 -0.100549 0.3 0.0 -0.5 -0.05
C -3.163419 -2.563786 0.352093 0.0 -0.1 0.0 0.94
N -3.752837 -2.450455 1.561706 0.2 0.0 -0.1 -0.43
N -3.091041 -1.478532 -0.414793 0.1 0.3 -0.3 -0.06
C 0.234457 -3.053344 -1.525117 -0.4 -0.1 0.1 0.19
O -0.770377 -3.539435 -2.059489 -0.1 -0.1 0.1 -0.92
O 1.007072 -2.220909 -2.113976 -0.1 0.3 0.5 -0.66
H 2.587995 -3.469852 -0.140401 0.0 0.0 0.0 0.29
H 2.005082 -2.889125 1.298569 0.0 0.0 0.0 0.27
H -0.155685 -2.721330 0.481606 -0.1 0.1 -0.1 -1.40
H 1.007161 -5.290022 0.805960 0.0 0.0 0.0 0.43
H -0.059771 -5.428084 -0.580230 0.0 0.0 0.0 0.33
H -0.956462 -4.242018 2.087198 0.0 0.0 0.0 -0.61
H -0.984771 -5.964824 1.782923 0.0 0.0 0.0 0.55
H -3.208344 -5.018803 1.481670 0.0 0.0 0.0 0.48
H -2.617794 -5.766942 0.028578 0.0 0.0 0.0 0.38
H -2.241334 -3.728610 -1.018745 0.1 0.2 0.4 0.29
H -3.773038 -3.240780 2.179484 0.0 0.0 0.0 0.20
H -3.796087 -1.543052 1.995136 0.0 0.0 0.0 0.21
H -2.465416 -1.413496 -1.224113 0.2 -0.1 0.4 -0.49
H -3.365171 -0.585197 -0.033180 0.0 0.0 0.0 0.12
S 1.610983 -0.545043 -4.774530 -0.1 0.0 0.0 -0.44
C 1.381504 1.008491 -4.151608 0.1 0.0 0.0 0.22
N 1.300212 1.286977 -2.857574 -0.2 0.1 0.4 0.61
C 1.111726 2.652533 -2.611933 -0.1 0.0 -0.1 -1.64
C 1.068729 3.266169 -1.370097 -0.1 0.0 0.0 1.04
C 0.856310 4.630375 -1.303825 0.0 0.0 0.0 -0.80
C 0.704183 5.390067 -2.461423 0.0 0.0 0.0 -0.87
C 0.783348 4.794121 -3.708243 0.0 0.0 0.0 -0.43
C 0.986914 3.423489 -3.769715 0.0 0.0 0.0 1.12
S 1.177871 2.403542 -5.166556 0.0 0.0 0.0 -0.32
H 1.277529 2.700829 -0.476038 0.0 0.0 -0.1 -0.23
H 0.867224 5.118543 -0.338677 0.0 0.0 0.0 0.45
H 0.571013 6.461109 -2.388721 0.0 0.0 0.0 0.40
H 0.712009 5.384734 -4.612036 0.0 0.0 0.0 0.40
N 4.284724 -1.042640 -2.746939 0.1 0.0 0.1 -0.43
C 4.188820 -0.334907 -1.554743 -0.3 0.0 0.0 0.63
O 2.904611 -0.218834 -1.094146 0.5 -0.2 -0.4 0.57
C 5.195631 0.143835 -0.832636 0.2 0.0 0.1 -1.10
I 4.528930 4.621307 -1.359080 0.1 0.0 0.1 -0.81
H 3.498404 -0.926860 -3.378349 -0.1 0.0 0.0 0.02
H 5.156766 -0.874538 -3.226050 0.0 0.0 0.0 0.29
H 6.209563 0.092479 -1.198235 0.0 0.0 0.0 0.26
H 5.011067 0.644607 0.100115 0.0 0.1 0.0 0.09
C -1.747075 -1.663421 -4.378649 0.0 0.1 -0.1 -1.14
S -1.488584 -0.063309 -3.638017 0.2 0.0 0.0 0.66
C -3.203431 0.379280 -3.377109 0.0 0.1 0.0 -1.00
O -0.996778 -0.338482 -2.213798 -0.2 -0.1 -0.1 0.72
H -2.433409 -2.250794 -3.771880 0.0 0.0 0.0 0.35
H -0.768679 -2.134633 -4.420745 0.0 0.0 0.0 0.20
H -2.131716 -1.499976 -5.385736 0.0 0.0 0.0 0.53
H -3.674869 0.521575 -4.349282 0.0 0.0 0.0 0.48
H -3.208288 1.321340 -2.831594 0.0 0.0 0.0 0.18
H -3.716186 -0.396222 -2.809370 0.0 0.0 0.0 0.34
N 0.385402 -0.064502 0.125629 0.2 0.2 0.0 1.30
P 0.228888 0.760699 1.461205 -0.1 -0.2 -0.2 0.31
C 0.262760 -0.257408 2.966587 0.1 0.1 0.0 -0.05
C 0.828484 0.239720 4.138840 0.0 0.0 0.0 -0.63
C 0.805685 -0.516515 5.303619 0.0 0.0 0.0 -0.84
C 0.218188 -1.772088 5.307641 0.0 0.0 0.0 -0.86
C -0.345832 -2.274805 4.142202 0.0 0.0 0.0 -0.94
C -0.319583 -1.520088 2.979634 -0.1 0.0 0.0 1.24
C -1.430100 1.501630 1.475911 -0.1 -0.1 0.1 0.55
C -1.946409 1.947634 0.259087 0.0 0.0 0.0 0.00
C -3.219432 2.497520 0.206989 0.0 0.0 0.0 -0.76
C -3.988055 2.591663 1.360420 0.0 0.0 0.0 -0.72
C -3.479967 2.144629 2.572518 0.0 0.0 0.0 -0.82
C -2.201414 1.604444 2.631841 0.0 0.0 0.0 -0.82
C 1.392438 2.080231 1.771973 -0.1 0.1 0.0 -0.42
C 0.948869 3.316638 2.240297 0.0 0.0 0.1 -0.24
C 1.862796 4.338139 2.455709 0.0 0.0 0.0 -0.80
C 3.203026 4.138996 2.167178 0.0 0.0 -0.1 -0.64
C 3.643328 2.911458 1.688590 0.0 -0.1 0.0 -0.82
C 2.746622 1.871717 1.506997 0.1 0.0 0.0 0.58
H 1.298232 1.214901 4.139040 0.0 0.0 0.0 0.45
H 1.256164 -0.123931 6.205583 0.0 0.0 0.0 0.44
H 0.204914 -2.362660 6.214419 0.0 0.0 0.0 0.41
H -0.796581 -3.260115 4.143991 0.0 0.0 0.0 0.38
H -0.746389 -1.907552 2.065473 -0.1 0.0 0.0 -0.30
H -1.346228 1.861825 -0.639284 0.0 0.0 0.0 0.16
H -3.608114 2.865627 -0.734173 0.0 0.0 0.0 0.44
H -4.980521 3.021152 1.315704 0.0 0.0 0.0 0.40
H -4.074252 2.224727 3.473601 0.0 0.0 0.0 0.44
H -1.805727 1.264197 3.581642 0.0 0.0 0.0 0.52
H -0.103305 3.491800 2.427466 0.0 0.0 0.0 0.31
H 1.519395 5.301577 2.810111 0.0 0.0 0.0 0.41
H 3.907880 4.953994 2.254722 0.0 0.0 0.0 0.41
H 4.679574 2.796392 1.406109 0.0 0.0 0.0 0.45
H 3.082380 0.927597 1.095899 0.0 0.0 0.0 0.11
```
Forces are in eV/Å.

## Properties
Gap between HOMO and LUMO: 4.73 eV
Electronic energy: -4727.04539 hartree
2S+1: 1
Highest occupied orbital energy: -0.19557 hartree



Record 5
Entry from OMol25: a 2-piece molecular cluster, C36H69BN3O5 overall (ωB97M-V/def2-TZVPD).

Geometry as XYZ:
```
114
Properties=species:S:1:pos:R:3:forces:R:3:mulliken_charge:R:1
C 11.052642 -0.512895 2.054431 -0.4 0.1 -0.1 -1.23
C 9.767964 -0.637148 1.226842 0.0 0.3 0.5 -0.50
C 8.571974 0.047355 1.925037 0.3 0.1 -0.5 -0.76
C 8.223784 1.389676 1.275252 -0.3 -0.3 0.3 -0.40
C 7.292680 2.233437 2.146779 0.3 0.1 -0.5 -0.92
C 6.759382 3.460230 1.407243 -0.2 -0.4 -0.1 -0.66
C 5.753226 3.096085 0.294831 0.0 0.3 0.5 -0.69
C 4.648365 4.153282 0.146071 0.2 -0.1 -0.2 -0.98
C 3.445224 3.872894 1.047840 0.5 0.4 -0.2 -0.27
C 2.295740 4.840292 0.801792 -0.3 -0.2 0.1 -1.03
C 0.972220 4.405754 1.474235 0.4 -0.5 -0.4 -0.21
C -0.139953 4.244363 0.441797 -0.2 0.6 -0.2 -1.49
C -1.551964 4.045826 1.010566 0.4 -0.1 0.2 0.85
O -1.870885 5.145010 1.850712 -0.4 -0.3 -0.1 -0.32
C -2.652536 6.162631 1.294875 0.1 0.5 0.1 -0.42
N -1.845412 7.266174 0.782223 -0.4 0.0 -0.1 -0.52
C -1.622920 2.788532 1.881407 0.5 0.1 -0.3 -0.96
O -2.830461 2.639410 2.633170 0.1 0.1 -0.3 -0.51
C -3.884479 1.896273 2.062781 -0.9 -0.1 0.5 -0.05
C -4.327252 2.414828 0.697627 0.4 -0.1 -0.2 -0.31
C -5.489518 1.671145 0.032040 -0.1 0.0 -0.1 -1.19
C -5.101701 0.412835 -0.711275 0.0 -0.1 0.0 0.77
C -5.342844 0.338790 -2.079104 0.0 0.0 -0.1 -0.57
C -5.032715 -0.792724 -2.816537 0.0 -0.1 0.0 -0.86
C -4.464578 -1.892633 -2.190837 -0.1 0.2 -0.2 -0.17
C -4.219003 -1.837193 -0.828083 0.1 -0.2 -0.1 -1.13
C -4.532905 -0.704122 -0.097745 -0.1 0.1 0.1 0.19
N -4.975808 1.963804 3.016724 0.1 0.0 -0.2 0.01
C -5.544946 0.696573 3.439290 0.0 -0.1 0.0 -0.30
C -6.721847 0.921434 4.376700 0.2 0.1 0.0 -0.69
C -6.297166 1.484269 5.742810 0.0 -0.3 -0.1 -1.09
B -1.191665 1.441966 1.144307 0.1 0.0 0.1 0.95
O -0.607819 0.417496 1.887605 -0.3 0.1 0.0 -0.59
O -1.365480 1.281162 -0.204784 -0.1 -0.1 0.2 -0.71
H 11.940803 -0.646302 1.440094 0.1 -0.1 0.1 0.36
H 11.087629 0.473781 2.519363 0.2 0.1 -0.1 0.31
H 11.048835 -1.243497 2.862430 0.1 0.0 0.0 0.32
H 9.919617 -0.141731 0.266602 0.0 -0.2 -0.2 0.36
H 9.543638 -1.691576 1.069591 0.1 0.0 -0.3 0.35
H 8.819742 0.229018 2.973083 -0.1 -0.2 0.1 0.41
H 7.695379 -0.598378 1.860176 -0.1 0.0 0.3 0.34
H 7.737669 1.173620 0.319917 0.1 0.1 -0.1 0.28
H 9.141451 1.951954 1.083083 0.0 0.0 -0.1 0.28
H 6.454672 1.605835 2.461534 0.0 0.1 0.2 0.31
H 7.865051 2.548479 3.022178 -0.2 -0.1 0.2 0.42
H 7.612844 3.983758 0.971408 -0.1 0.3 0.1 0.33
H 6.242821 4.113916 2.112482 0.2 0.1 0.1 0.43
H 5.281331 2.158494 0.603658 0.0 -0.2 -0.3 0.39
H 6.275480 2.951792 -0.649720 0.0 -0.2 0.0 0.38
H 4.323789 4.204490 -0.896443 -0.1 0.0 0.0 0.49
H 5.074844 5.131517 0.385800 -0.1 0.1 -0.1 0.30
H 3.795555 3.947530 2.081657 -0.2 -0.2 0.1 0.22
H 3.131957 2.842463 0.856565 -0.2 0.0 0.1 0.31
H 2.134422 4.888764 -0.278742 0.0 0.2 0.0 0.38
H 2.571122 5.838529 1.143442 0.1 0.1 -0.1 0.32
H 0.671683 5.099496 2.254209 -0.1 0.0 0.1 0.35
H 1.172364 3.423508 1.912932 -0.1 0.1 0.4 0.21
H 0.112285 3.468094 -0.285483 0.0 -0.1 0.1 0.24
H -0.191317 5.175221 -0.131719 0.0 0.0 0.0 0.58
H -2.236642 3.997121 0.160966 -0.2 0.1 0.1 0.54
H -3.298487 6.520428 2.098254 0.0 0.0 0.1 0.33
H -3.303508 5.777421 0.503578 0.1 -0.2 -0.1 0.33
H -2.081708 7.477173 -0.177860 0.1 -0.1 -0.1 0.21
H -2.028944 8.109210 1.307850 0.2 0.0 0.1 0.26
H -0.851596 2.957699 2.637054 -0.1 -0.1 0.2 0.10
H -3.634008 0.826466 2.000631 0.4 0.1 -0.1 -0.05
H -3.495345 2.363058 -0.003721 0.1 0.1 0.0 0.33
H -4.554077 3.476831 0.822018 -0.2 0.0 0.1 0.29
H -6.302075 1.448950 0.727732 0.1 0.0 0.1 0.39
H -5.912436 2.347431 -0.711973 -0.1 0.0 0.0 0.44
H -5.788742 1.185667 -2.584931 0.0 0.0 0.0 0.34
H -5.253209 -0.814230 -3.875270 0.0 0.0 0.0 0.39
H -4.232373 -2.770668 -2.778498 0.0 -0.1 0.1 0.42
H -3.784775 -2.696840 -0.332523 0.0 0.0 0.1 0.46
H -4.353916 -0.710329 0.967488 0.0 0.0 0.0 0.35
H -5.697996 2.587370 2.680507 0.0 0.0 0.1 0.42
H -5.863691 0.059808 2.597177 -0.1 0.1 0.0 0.02
H -4.764988 0.139507 3.967815 0.0 0.0 0.0 0.39
H -7.251848 -0.024203 4.486038 0.0 0.0 0.1 0.40
H -7.405646 1.616551 3.882026 -0.2 -0.1 0.0 0.29
H -6.544052 2.537367 5.843881 0.0 0.0 0.1 0.29
H -6.769452 0.922678 6.547114 -0.1 0.2 0.1 0.34
H -5.221201 1.369875 5.874638 0.0 0.1 0.0 0.29
H -1.160171 -0.360083 1.999618 0.1 -0.1 0.0 0.29
H -1.108970 0.386233 -0.454619 0.1 0.0 -0.2 0.25
C -0.588913 -7.576025 -2.029020 0.3 0.2 -0.1 -1.68
C -1.664293 -6.700788 -2.716411 0.5 -0.9 1.6 1.76
C -2.157850 -7.329372 -4.034038 -0.1 0.4 -0.7 -1.30
C -1.182532 -7.252485 -5.202592 0.2 -0.1 0.2 -0.42
C -0.690816 -5.828453 -5.428348 -0.7 -0.3 -0.1 -1.19
C -0.056824 -5.193710 -4.181004 1.8 0.3 0.4 1.37
N -1.112643 -5.331298 -3.085760 -2.9 0.4 -2.8 0.68
O -1.930829 -4.444500 -3.074605 1.6 -0.7 1.0 -0.21
C 1.259686 -5.895804 -3.821619 -0.2 -0.3 0.3 -1.61
C 0.264183 -3.722411 -4.402217 -0.5 0.2 0.1 -1.85
C -2.827360 -6.539710 -1.747371 -0.2 0.5 -0.2 -1.92
H 0.216711 -6.980641 -1.602161 0.0 0.0 0.0 0.33
H -1.034285 -8.123118 -1.202917 -0.1 0.0 -0.1 0.47
H -0.149934 -8.305370 -2.706319 0.0 0.0 0.0 0.36
H -3.090888 -6.833657 -4.319741 0.0 0.1 0.1 0.42
H -2.404840 -8.365525 -3.804634 0.0 0.0 0.1 0.38
H -0.341940 -7.931795 -5.049578 0.0 0.0 0.0 0.32
H -1.690379 -7.599939 -6.102590 0.0 0.0 0.0 0.40
H 0.063371 -5.795350 -6.213814 0.1 0.1 0.1 0.43
H -1.525134 -5.202297 -5.760699 0.0 0.1 0.1 0.39
H 1.662594 -5.524306 -2.879695 0.0 0.1 0.0 0.40
H 1.982840 -5.676729 -4.603437 0.0 0.1 0.0 0.44
H 1.180623 -6.976272 -3.756012 0.0 0.0 0.0 0.33
H -0.595193 -3.149494 -4.746591 0.0 0.0 0.0 0.40
H 1.038540 -3.656585 -5.161832 0.0 -0.1 0.0 0.44
H 0.642704 -3.261240 -3.489766 0.0 0.0 0.0 0.48
H -2.521161 -6.015077 -0.841662 0.0 0.0 0.0 0.50
H -3.167636 -7.534012 -1.470621 0.0 0.0 0.0 0.51
H -3.671240 -6.009133 -2.185603 0.0 0.0 0.0 0.37
```
Forces are in eV/Å.

## Properties
Gap between HOMO and LUMO: 3.71 eV
Electronic energy: -1978.17513 hartree
Charge: +1
2S+1: 1
Highest occupied orbital energy: -0.37727 hartree



Record 6
Entry from OMol25: one molecule with the formula C3H6N2O2S (ωB97M-V/def2-TZVPD).

Geometry as XYZ:
```
14
Properties=species:S:1:pos:R:3:forces:R:3:mulliken_charge:R:1
C 0.931450 -1.429518 1.763671 0.9 -0.2 1.0 -0.48
C 0.223731 -0.443061 1.587215 -2.7 2.0 -1.9 0.36
C -1.600214 -0.141008 0.154813 -1.8 1.1 -0.5 -0.76
N 0.963892 -0.009545 -1.542132 2.5 0.1 1.4 -0.53
N -0.522345 0.461274 0.938424 0.1 -4.7 3.6 -0.29
O 1.911446 1.811395 -0.015117 1.8 0.3 0.2 -0.54
O -0.188815 2.313422 -1.188030 -1.2 1.6 -2.1 -0.52
S 0.669391 1.394776 -0.556475 1.2 -0.8 -0.8 0.87
H 1.663367 -2.086309 2.181937 -0.1 -0.1 -0.2 0.38
H -1.534959 -1.143678 -0.231797 0.8 -0.8 0.7 0.33
H -2.605709 -0.078527 0.662505 1.1 0.3 -0.4 0.31
H -1.623506 0.433537 -0.785723 -0.5 0.3 0.5 0.29
H 0.180123 -0.385126 -2.018874 -0.8 -0.4 -0.3 0.28
H 1.532150 -0.697630 -0.950417 -1.3 1.2 -1.3 0.29
```
Forces are in eV/Å.

## Properties
Gap between HOMO and LUMO (alpha / beta): 7.01 / 7.56 eV
Electronic energy: -775.83503 hartree
2S+1: 3
Highest occupied orbital energy (alpha / beta): -0.23549 / -0.38964 hartree
<S²>: 2.0277